No. 1
{
  "formula": "C4H5NS",
  "method": "the ωB97M-V functional and the def2-TZVPD basis",
  "elements": ["C", "C", "C", "C", "N", "S", "H", "H", "H", "H", "H"],
  "positions_angstrom": [[2.0236, -0.2524, 0.0252], [-1.0529, 0.0765, -1.6900], [2.2415, -1.5196, -0.1858], [-1.9900, 0.9501, 0.5329], [-1.2878, 0.4703, -0.6074], [1.7630, 1.2269, 0.3943], [1.8265, -2.0981, -1.1271], [2.9646, -2.1374, 0.4708], [-1.5041, 1.9361, 0.6683], [-2.9814, 1.2713, 0.2974], [-2.0030, 0.0763, 1.2213]],
  "forces_ev_per_angstrom": [[0.13, -0.70, 0.23], [0.12, 0.34, 1.15], [0.54, -2.46, -1.18], [1.08, 0.22, -0.38], [-0.74, -0.81, -2.30], [0.04, 0.39, -0.02], [0.75, 1.51, 2.07], [-1.35, 1.31, -1.04], [0.11, -0.84, 1.58], [-0.90, -0.44, -0.52], [0.22, 1.48, 0.41]],
  "nbo_charge": [-0.06, 0.28, -0.62, -0.45, -0.53, 0.15, 0.27, 0.26, 0.24, 0.22, 0.24],
  "fmax_ev_per_a": 2.780,
  "lumo_ev": -0.1,
  "de_lowest_kj_mol": 310.6,
  "molar_mass_g_mol": 99.16,
  "energy_ev": -16550.846
}


No. 2
{
  "formula": "C19H24N2O8S3",
  "method": "the ωB97M-V functional and the def2-TZVPD basis",
  "elements": ["C", "C", "C", "N", "N", "C", "C", "C", "C", "C", "C", "S", "C", "C", "C", "C", "C", "C", "H", "H", "H", "H", "H", "H", "H", "H", "H", "H", "H", "H", "H", "H", "H", "H", "O", "S", "O", "O", "C", "C", "O", "H", "H", "H", "H", "O", "S", "O", "O", "C", "C", "O", "H", "H", "H", "H"],
  "positions_angstrom": [[-3.1478, -2.9558, 1.0201], [-2.0876, -2.2683, -0.0711], [-1.5450, -0.8034, 0.5207], [-2.2602, 0.2974, -0.2293], [-2.6010, 1.3724, 0.5715], [-1.4489, 1.9228, 1.3691], [-0.3514, 2.8589, 0.5270], [0.9469, 3.5301, 1.3175], [1.2284, 3.2701, 2.9267], [0.1617, 2.3568, 3.7754], [-1.1471, 1.7216, 2.9642], [-2.3788, 0.7156, 4.0238], [-3.9732, 0.8317, 2.9769], [-5.3899, 0.6285, 3.7988], [-6.8288, 0.7673, 2.9734], [-6.7262, 1.0970, 1.3500], [-5.3044, 1.2837, 0.5535], [-3.8551, 1.1527, 1.3763], [-3.5489, -4.0078, 0.6514], [-4.0370, -2.1770, 1.1165], [-2.6076, -3.1006, 2.0653], [-2.6640, -2.0015, -1.0621], [-1.2118, -2.9978, -0.3389], [-1.7500, -0.8386, 1.6720], [-0.3836, -0.7255, 0.3199], [-1.6078, 0.5777, -1.0163], [-0.5227, 3.0694, -0.6229], [1.6844, 4.2178, 0.6796], [2.1854, 3.7455, 3.4279], [0.3546, 2.1808, 4.9152], [-5.3653, 0.3910, 4.9505], [-7.8758, 0.6650, 3.5225], [-7.7159, 1.2142, 0.7042], [-5.3337, 1.5387, -0.6110], [1.5799, 0.8558, -1.1274], [2.3848, 0.1519, -0.1538], [1.8375, -0.8167, 0.7674], [3.2346, 1.2538, 0.6955], [4.6295, 0.9885, 0.5570], [4.7834, 0.3160, -0.8045], [3.6441, -0.5315, -0.9332], [4.9299, 0.3145, 1.3657], [5.2029, 1.9167, 0.6262], [5.7062, -0.2641, -0.8806], [4.7493, 1.0528, -1.6141], [1.9726, -0.9717, -3.8871], [3.1120, -1.7660, -3.4847], [3.3885, -2.1052, -2.1082], [4.4509, -1.1003, -4.1343], [5.1053, -2.0599, -4.9626], [4.0003, -2.9838, -5.4677], [3.1109, -3.1396, -4.3643], [5.8256, -2.6072, -4.3461], [5.6325, -1.5614, -5.7805], [4.3845, -3.9535, -5.7932], [3.4427, -2.5196, -6.2879]],
  "forces_ev_per_angstrom": [[0.39, 0.54, -0.54], [-0.48, 0.29, 0.22], [0.86, -2.34, -0.44], [1.39, -1.72, -0.43], [-0.06, 1.47, 3.64], [3.96, 2.53, 1.77], [0.69, -0.25, 4.29], [-2.52, -2.18, 1.40], [-3.64, -1.84, -2.04], [0.05, 1.31, -4.63], [1.63, 1.62, -1.60], [-0.40, 1.33, -2.71], [-2.20, 0.44, -1.78], [-0.68, 0.98, -4.32], [4.43, 0.49, -1.94], [3.01, -0.28, 1.47], [-0.42, -0.64, 3.99], [-4.41, -0.39, 1.29], [0.80, 2.29, 0.73], [1.75, -1.81, 0.03], [-1.19, 0.36, -2.18], [1.09, -0.71, 1.92], [-1.59, 1.42, 0.65], [0.30, 0.59, -2.22], [-2.45, -0.19, 0.70], [-1.28, 0.08, 1.38], [0.42, -0.53, 2.71], [-1.81, -1.76, 1.64], [-2.30, -1.14, -1.09], [-0.68, 0.24, -2.49], [0.02, 0.58, -2.64], [2.60, 0.22, -1.35], [2.35, -0.30, 1.65], [0.23, -0.69, 2.94], [0.70, -0.99, 1.35], [-0.08, 0.06, 0.03], [0.56, 1.18, -1.36], [-0.38, -0.35, -0.69], [0.50, -0.33, 0.13], [0.12, 0.71, 0.03], [-0.19, 3.29, 3.21], [0.04, 0.05, -0.09], [-0.32, -0.04, 0.00], [-0.31, -0.15, 0.02], [0.10, 0.00, 0.08], [1.59, -0.91, 0.81], [-0.75, -0.36, 0.54], [-1.15, -2.44, -4.40], [-0.86, -0.24, 0.14], [0.38, -0.58, -0.13], [0.06, 0.33, -0.57], [0.42, 0.60, 0.50], [-0.04, 0.00, -0.10], [-0.21, 0.11, 0.23], [-0.17, 0.08, 0.27], [0.14, -0.04, 0.00]],
  "nbo_charge": [-0.64, -0.41, -0.28, -0.46, -0.36, 0.13, -0.21, -0.24, -0.23, -0.23, -0.18, 0.25, -0.19, -0.23, -0.23, -0.25, -0.21, 0.15, 0.21, 0.22, 0.21, 0.21, 0.20, 0.22, 0.22, 0.38, 0.25, 0.23, 0.24, 0.24, 0.24, 0.24, 0.23, 0.25, -0.89, 2.51, -0.87, -0.67, -0.10, -0.10, -0.67, 0.19, 0.21, 0.21, 0.19, -0.87, 2.49, -0.86, -0.69, -0.10, -0.10, -0.67, 0.19, 0.21, 0.21, 0.19],
  "fmax_ev_per_a": 5.167,
  "lumo_ev": 0.3,
  "molar_mass_g_mol": 504.61,
  "energy_ev": -71936.657,
  "smiles": "CCCNN1c2ccccc2Sc2ccccc21.O=S1(=O)OCCO1.O=S1(=O)OCCO1"
}


No. 3
{
  "formula": "C8H8BrIO3",
  "method": "the ωB97M-V functional and the def2-TZVPD basis",
  "elements": ["C", "C", "C", "C", "C", "C", "C", "C", "O", "O", "O", "Br", "I", "H", "H", "H", "H", "H", "H", "H", "H"],
  "positions_angstrom": [[1.6207, -1.4475, 0.6437], [2.8990, -1.5278, 0.3896], [-1.0637, -0.5058, -0.2747], [2.4832, 0.9323, -0.9436], [0.9456, -0.1068, 1.0078], [1.5982, 1.1128, 0.3864], [3.5590, 0.9471, 0.1105], [-2.5185, -0.6922, -0.0625], [-0.5727, -0.4354, -1.3775], [2.8067, 1.4702, 1.0817], [-0.4544, -0.2947, 0.8740], [3.9468, -2.8955, -0.1928], [5.6027, 0.9866, -0.0318], [1.1348, -2.4211, 0.4588], [2.3338, -0.0792, -1.4954], [2.3897, 1.7090, -1.6059], [1.1152, -0.0019, 2.0683], [1.1148, 2.1152, 0.3819], [-2.9710, -1.3362, -0.8450], [-3.2000, 0.2000, -0.0220], [-2.7080, -1.1884, 0.8444]],
  "forces_ev_per_angstrom": [[0.29, -0.60, -0.69], [1.05, 2.96, 0.27], [-0.57, 1.16, -1.85], [-1.00, -4.21, 1.43], [0.66, -1.92, -0.11], [0.02, 1.86, -2.38], [-0.35, -2.35, -0.94], [-2.15, -0.27, -1.01], [0.59, -0.19, 0.60], [1.28, -0.21, 1.69], [0.13, 0.72, 1.22], [0.31, -0.60, -0.15], [-0.06, 0.25, 0.14], [-0.94, 0.79, 0.50], [0.32, 2.00, 0.90], [-0.01, 2.20, -1.42], [-0.33, 0.26, 0.47], [-1.03, -1.31, -0.06], [0.60, 0.44, 0.21], [1.29, -0.29, -0.20], [-0.09, -0.67, 1.37]],
  "nbo_charge": [-0.40, -0.16, 0.79, -0.49, 0.05, 0.08, 0.18, -0.73, -0.59, -0.51, -0.49, 0.12, 0.26, 0.22, 0.26, 0.22, 0.23, 0.22, 0.24, 0.25, 0.23],
  "fmax_ev_per_a": 4.557,
  "lumo_ev": [-0.3, 0.2],
  "de_lowest_kj_mol": 238.4,
  "molar_mass_g_mol": 358.96,
  "energy_ev": -92705.580
}


No. 4
{
  "formula": "C5H8O3",
  "method": "the ωB97M-V functional and the def2-TZVPD basis",
  "elements": ["C", "O", "C", "C", "O", "C", "C", "O", "H", "H", "H", "H", "H", "H", "H", "H"],
  "positions_angstrom": [[-1.5627, -0.3295, 0.1222], [-0.6813, -1.1972, -0.6493], [0.4813, -1.6141, 0.0304], [1.1530, -0.3672, 0.5704], [2.2957, 0.2486, 0.0525], [1.0355, 0.6541, -0.5218], [-0.0855, 1.7518, -0.2668], [-1.0988, 1.0945, 0.4517], [-2.6200, -0.3306, -0.5377], [-1.7770, -0.6458, 1.2262], [0.1985, -2.0381, 0.9304], [0.9258, -2.3046, -0.5824], [0.8917, 0.0182, 1.6525], [0.8400, 0.1799, -1.5085], [0.2648, 2.5088, 0.3067], [-0.2608, 2.3713, -1.2765]],
  "forces_ev_per_angstrom": [[-1.49, 0.50, -0.56], [-2.42, 1.40, 1.01], [-0.71, 2.30, 1.91], [-0.61, 1.81, -0.03], [0.29, 1.06, -0.44], [-1.26, -0.61, -0.04], [1.53, -1.59, -3.18], [-1.20, -1.47, -1.13], [3.05, 0.32, 1.80], [0.47, -0.05, -2.16], [-0.91, -1.89, 1.69], [1.73, -1.29, -1.43], [0.44, -1.17, -2.19], [0.71, 0.50, 0.67], [0.96, 2.20, 2.42], [-0.56, -2.00, 1.66]],
  "nbo_charge": [0.19, -0.53, -0.11, 0.01, -0.45, 0.03, -0.08, -0.57, 0.20, 0.18, 0.18, 0.21, 0.19, 0.18, 0.19, 0.17],
  "fmax_ev_per_a": 3.875,
  "lumo_ev": 0.9,
  "de_lowest_kj_mol": 536.5,
  "molar_mass_g_mol": 116.12,
  "energy_ev": -11451.959,
  "smiles": "C1OC[C@H]2O[C@@H]2CO1"
}


Repeat the first record exactly.
{
  "formula": "C4H5NS",
  "method": "the ωB97M-V functional and the def2-TZVPD basis",
  "elements": ["C", "C", "C", "C", "N", "S", "H", "H", "H", "H", "H"],
  "positions_angstrom": [[2.0236, -0.2524, 0.0252], [-1.0529, 0.0765, -1.6900], [2.2415, -1.5196, -0.1858], [-1.9900, 0.9501, 0.5329], [-1.2878, 0.4703, -0.6074], [1.7630, 1.2269, 0.3943], [1.8265, -2.0981, -1.1271], [2.9646, -2.1374, 0.4708], [-1.5041, 1.9361, 0.6683], [-2.9814, 1.2713, 0.2974], [-2.0030, 0.0763, 1.2213]],
  "forces_ev_per_angstrom": [[0.13, -0.70, 0.23], [0.12, 0.34, 1.15], [0.54, -2.46, -1.18], [1.08, 0.22, -0.38], [-0.74, -0.81, -2.30], [0.04, 0.39, -0.02], [0.75, 1.51, 2.07], [-1.35, 1.31, -1.04], [0.11, -0.84, 1.58], [-0.90, -0.44, -0.52], [0.22, 1.48, 0.41]],
  "nbo_charge": [-0.06, 0.28, -0.62, -0.45, -0.53, 0.15, 0.27, 0.26, 0.24, 0.22, 0.24],
  "fmax_ev_per_a": 2.780,
  "lumo_ev": -0.1,
  "de_lowest_kj_mol": 310.6,
  "molar_mass_g_mol": 99.16,
  "energy_ev": -16550.846
}